Computed, not measured: a 7-piece molecular cluster, C36H66N2O12PS overall in a non-equilibrium geometry, with ωB97M-V/def2-TZVPD.

Structure (XYZ):
```
118
Properties=species:S:1:pos:R:3:forces:R:3
C 1.832144 -0.430640 0.095828 -0.5135 0.7014 -0.1826
C 2.669664 0.637691 -0.680505 1.2491 -0.2597 0.6259
O 3.856770 0.664708 -0.483320 -0.7505 0.3005 -0.1944
O 2.158056 1.554461 -1.597615 -0.9445 -1.8264 0.6586
C 0.844000 1.186837 -2.086033 -0.4049 -0.0667 -1.3052
C 0.654128 1.949990 -3.468578 -0.7231 0.4072 1.4536
C -0.120509 3.303789 -3.150508 1.0501 0.3921 -1.1186
C -1.588047 3.369388 -3.715723 0.2115 0.8195 0.3827
C -2.669090 2.852249 -2.740236 -1.6882 -2.1450 -0.3768
C -3.370073 1.622560 -3.078158 -1.0900 1.4423 1.3056
C -3.092283 0.776812 -4.356168 0.1555 -0.9704 -0.8226
O -2.851075 -0.397336 -4.261950 0.1354 0.8358 0.8552
O -3.159432 1.327000 -5.625396 0.6351 0.8569 1.6384
C -4.459232 1.103923 -2.183558 1.2557 2.0838 3.1257
P -5.467399 -0.453548 -2.565744 -0.8018 -0.9884 -3.8577
O -6.951560 -0.411602 -1.759185 2.1152 0.4982 1.0251
O -4.606249 -1.836841 -2.177314 -1.1290 1.9849 2.0261
C -4.725028 1.859212 -0.985470 0.7196 -1.1278 -2.5605
N -4.037317 3.052631 -0.668397 0.4611 -0.6920 -0.6505
S -4.525273 3.847244 0.796082 0.1620 0.3997 0.5148
C -3.049198 3.575191 -1.487030 1.1261 -0.5328 -1.6044
N -2.382561 4.771921 -1.225014 -0.4817 -1.9769 0.9946
H 0.748248 -0.173871 0.216287 0.8626 -0.2910 -0.3594
H 1.949255 -1.401283 -0.450870 -0.1469 0.7470 0.7178
H 2.251321 -0.495825 1.135634 -0.1254 -0.0794 -1.2645
H 0.727018 0.088787 -2.283876 0.4416 0.8440 0.4521
H 0.093356 1.492172 -1.308972 0.3866 -0.2472 -0.8303
H 1.681256 2.134298 -3.882946 -1.0719 -0.1489 0.3144
H 0.042347 1.371039 -4.206257 0.7099 0.1729 0.6628
H -0.029994 3.486949 -2.054767 -0.3765 -0.0681 -0.9391
H 0.449907 4.135614 -3.659444 -0.6776 -0.6912 0.6683
H -1.835145 4.443120 -3.963659 0.2077 -0.9973 0.3518
H -1.588101 2.834522 -4.704624 -0.3670 0.4132 1.2024
H -2.373370 0.978573 -6.094873 -0.7293 -0.1869 -0.0890
H -7.256171 0.510904 -1.646857 0.0125 -0.5253 -0.3461
H -4.508084 -1.934752 -1.204021 0.1882 -0.3010 -0.5526
H -5.533165 1.508947 -0.299939 1.0061 0.7128 -0.3734
H -3.560577 3.472322 1.721476 -0.3898 -0.1492 -1.0459
H -1.381064 4.734689 -1.454873 -0.3733 0.3596 -0.4114
H -2.448810 5.063520 -0.246910 -0.3219 0.1838 -0.4237
C 1.989072 -5.360757 2.790452 0.1301 -0.2447 -0.0812
C 2.455727 -4.132983 3.548963 -0.1302 0.0475 0.1483
C 3.111870 -3.317023 2.451194 0.2308 -0.0293 -0.1426
O 2.419541 -3.627575 1.231314 -0.0863 -0.0877 0.2040
C 1.579250 -4.768615 1.454172 -0.1739 0.1113 -0.1546
H 1.179336 -5.900192 3.282770 0.0191 0.0245 -0.0408
H 2.825850 -6.051617 2.652162 -0.0656 -0.0012 -0.0004
H 1.591773 -3.593975 3.949985 0.0697 -0.0031 0.0503
H 3.129458 -4.355197 4.373468 -0.0631 0.0791 -0.0458
H 4.162078 -3.597065 2.321336 0.0163 0.0661 0.0754
H 3.059323 -2.242380 2.639053 0.0079 -0.0137 -0.0901
H 0.539751 -4.421508 1.475972 -0.0453 -0.0995 0.0059
H 1.693018 -5.474116 0.629100 0.0301 0.1135 -0.0468
C 3.778026 -1.253975 7.823013 0.0508 0.3235 -0.1236
C 2.495351 -1.912279 8.292056 -0.0743 -0.1807 0.2905
C 2.046260 -2.650959 7.043903 -0.1028 -0.0066 -0.2561
O 3.233126 -3.010017 6.323220 -0.0422 0.5353 0.2677
C 4.350386 -2.308425 6.894080 0.2089 -0.2104 -0.0147
H 4.457054 -0.987425 8.632923 -0.0125 -0.0412 -0.0461
H 3.544463 -0.345577 7.259409 0.0432 -0.0179 0.0367
H 2.715687 -2.627061 9.090562 -0.0371 0.0288 -0.0240
H 1.749229 -1.208263 8.661493 0.0126 -0.0414 -0.0335
H 1.441629 -2.006187 6.396253 -0.0859 -0.0065 0.0551
H 1.471447 -3.551287 7.273270 0.0608 -0.0321 -0.0848
H 4.957325 -3.034796 7.445244 0.0799 0.0814 0.0101
H 4.959841 -1.879824 6.096627 -0.0704 -0.0970 -0.0539
C 2.774248 -6.575703 7.955427 -0.0195 -0.3104 -0.1750
C 2.789579 -6.381530 9.460235 -0.1602 0.2004 0.1752
C 4.275063 -6.449226 9.770744 0.2507 -0.1607 -0.0133
O 4.961466 -5.945807 8.618260 -0.2530 -0.0822 0.0691
C 4.030093 -5.835477 7.531736 0.1154 0.3131 0.0267
H 1.872994 -6.196287 7.471640 0.0461 0.0056 -0.0021
H 2.867948 -7.639476 7.717398 -0.0457 0.0465 -0.0109
H 2.399840 -5.389609 9.710553 0.0009 -0.0427 0.0261
H 2.206437 -7.124025 10.005664 0.0446 0.0285 -0.0069
H 4.600717 -7.482311 9.932110 -0.0603 -0.0035 0.0988
H 4.548357 -5.857926 10.646850 0.0772 0.0019 -0.0711
H 3.828414 -4.774258 7.369436 -0.0767 -0.2680 -0.1103
H 4.474597 -6.248056 6.623336 0.0913 0.0122 0.0656
C 3.623567 0.462620 -6.280863 0.0118 0.0534 0.3264
C 3.352159 -0.813855 -7.054856 0.1486 -0.1222 -0.2504
C 1.857556 -0.718005 -7.304851 -0.2195 -0.0625 0.0846
O 1.541930 0.679015 -7.393836 0.1326 -0.0520 0.1899
C 2.671724 1.440340 -6.946169 -0.0024 0.1157 -0.2783
H 4.663050 0.788134 -6.319659 -0.0565 0.0028 -0.0013
H 3.346991 0.325915 -5.230389 0.0531 0.0234 -0.0176
H 3.892333 -0.793034 -8.005482 -0.0284 -0.0382 0.0445
H 3.636925 -1.720704 -6.521291 -0.0368 0.0389 -0.0201
H 1.286867 -1.139847 -6.469907 0.0309 -0.1028 -0.0172
H 1.552219 -1.221347 -8.223707 -0.0610 0.1040 0.0182
H 3.131690 1.906941 -7.823284 0.0445 0.0664 0.0746
H 2.337116 2.228762 -6.268114 -0.0846 -0.0013 -0.0704
C -8.619892 0.981411 -6.092788 -0.1308 -0.2840 0.0095
C -9.320531 2.172782 -5.467089 -0.0216 0.3188 -0.1258
C -8.872571 2.076934 -4.020318 -0.1031 -0.0944 0.2539
O -7.564481 1.483184 -4.029116 -0.0988 0.1364 -0.0460
C -7.301277 0.960414 -5.342089 0.2939 -0.0063 -0.1563
H -8.492397 1.063841 -7.171976 0.0261 0.0055 0.0589
H -9.183717 0.067864 -5.883581 0.0499 0.0213 -0.0450
H -8.947306 3.098983 -5.913552 -0.0529 -0.0184 0.0362
H -10.404581 2.153890 -5.578432 0.0496 -0.0033 0.0415
H -9.534525 1.423479 -3.441600 -0.0718 0.0516 -0.0196
H -8.829201 3.051491 -3.529174 0.0868 -0.0488 0.0232
H -6.561328 1.611409 -5.820644 0.0045 -0.0494 -0.0548
H -6.880239 -0.042187 -5.259818 0.0215 0.0822 0.1264
C 2.783764 5.417647 -0.101428 0.2345 0.0400 -0.1443
C 2.235305 6.749610 0.381218 -0.1399 0.0247 0.2638
C 1.177066 7.054552 -0.665459 0.0295 0.3071 -0.1818
O 0.675579 5.787616 -1.126376 -0.0729 -0.1546 0.1449
C 1.538388 4.745309 -0.643600 -0.0023 -0.1626 0.0895
H 3.275935 4.836197 0.677653 -0.0436 -0.0003 -0.0545
H 3.501426 5.582310 -0.909671 -0.0258 -0.0702 0.0427
H 1.765876 6.623711 1.361484 0.0363 0.0552 -0.0252
H 2.989595 7.531693 0.462837 -0.0571 -0.0239 -0.0347
H 1.606035 7.578557 -1.524648 -0.0121 0.0356 0.0480
H 0.354383 7.652610 -0.269431 -0.0407 -0.0829 -0.0825
H 1.001678 4.206755 0.148225 0.0803 -0.1081 0.0423
H 1.758606 4.048410 -1.450118 0.0621 0.0800 0.0626
```
Positions in Å, forces in eV/Å.

The LUMO energy is -0.159 Eh. Its HOMO energy is -10.3 eV. Its net charge is +1. As for the energy: -3162.88766 Eh.

Here are the Mulliken charges for atoms 1 to 99, given in e:
1 C -0.483
2 C 0.423
3 O -0.557
4 O -0.304
5 C -0.888
6 C -0.341
7 C 0.403
8 C -1.523
9 C 0.445
10 C 0.360
11 C 0.067
12 O -0.522
13 O -0.480
14 C 0.043
15 P 0.313
16 O -0.522
17 O -0.411
18 C -0.144
19 N -0.083
20 S -0.178
21 C 0.344
22 N -0.401
23 H 0.274
24 H 0.304
25 H 0.104
26 H 0.523
27 H 0.304
28 H 0.136
29 H 0.513
30 H -0.461
31 H 0.222
32 H 0.432
33 H 0.609
34 H 0.375
35 H 0.326
36 H 0.343
37 H 0.494
38 H 0.223
39 H 0.222
40 H 0.323
41 C -0.664
42 C 0.130
43 C -0.329
44 O -0.356
45 C -0.471
46 H 0.355
47 H 0.301
48 H 0.025
49 H -0.007
50 H 0.287
51 H 0.153
52 H 0.247
53 H 0.321
54 C -0.642
55 C -0.477
56 C -0.419
57 O -0.199
58 C -0.425
59 H 0.366
60 H 0.284
61 H 0.113
62 H 0.404
63 H 0.357
64 H 0.198
65 H 0.232
66 H 0.336
67 C -0.610
68 C -0.443
69 C -0.529
70 O -0.461
71 C 0.769
72 H 0.296
73 H 0.320
74 H 0.149
75 H 0.367
76 H 0.301
77 H 0.286
78 H -0.845
79 H 0.300
80 C -0.244
81 C -0.599
82 C -0.387
83 O -0.406
84 C -0.347
85 H 0.410
86 H 0.000
87 H 0.269
88 H 0.345
89 H 0.227
90 H 0.293
91 H 0.321
92 H 0.161
93 C -0.608
94 C -0.576
95 C -0.514
96 O -0.212
97 C -0.295
98 H 0.351
99 H 0.280